1.
{"formula": "C11H9NO3", "method": "ωB97M-V with the def2-TZVPD basis set", "symbols": ["C", "C", "C", "C", "C", "C", "C", "C", "C", "C", "C", "N", "O", "O", "O", "H", "H", "H", "H", "H", "H", "H", "H", "H"], "coordinates": [[2.8290, -1.3940, -0.7305], [2.3341, -0.1899, -1.2108], [1.9012, -2.2644, -0.1215], [1.0570, 0.2181, -0.9418], [0.6899, -1.8877, 0.2063], [0.1782, -0.5665, -0.1818], [-5.0416, 1.2053, -0.8381], [-6.6639, -0.5038, 0.1364], [-1.6749, 1.3193, 0.1503], [-2.0335, 0.2088, 1.1458], [-0.9831, 0.0088, 0.1841], [-5.3796, 0.5138, 0.1050], [-7.1496, -0.5591, 1.2262], [-4.6084, 1.8995, -1.6738], [-6.9651, -0.9234, -0.9553], [3.8809, -1.6617, -0.8241], [3.0613, 0.5992, -1.6157], [2.1996, -3.2660, 0.0437], [0.9220, 1.2949, -0.9498], [-0.0464, -2.6563, 0.4905], [-2.4138, 1.6389, -0.6357], [-1.2087, 2.3565, 0.3740], [-1.7576, 0.4538, 2.2816], [-3.1120, -0.2051, 1.0771]], "forces_ev_per_angstrom": [[0.728, -0.572, -0.592], [1.631, 1.451, 0.237], [2.822, 0.103, -0.720], [1.453, 1.167, -0.442], [-4.067, 0.498, -0.177], [-0.323, -0.480, 0.937], [-0.524, -1.775, 2.270], [0.315, 1.331, -0.788], [0.153, 1.706, -1.116], [-1.572, 0.383, 2.580], [-1.097, 0.547, -0.156], [-0.054, 0.556, -1.334], [-0.393, -0.256, 2.083], [0.103, 0.809, -1.004], [0.155, -0.634, -1.319], [-0.203, -0.080, -0.193], [-0.991, -1.224, 0.353], [0.363, -1.050, 0.425], [-0.623, -0.051, -0.594], [0.313, 0.515, 0.344], [0.519, -1.132, 0.545], [-0.108, -1.743, 0.678], [-0.466, -0.588, -2.065], [1.866, 0.519, 0.049]], "e_lumo_ev": 5.9, "charge": -2, "multiplicity": 1, "e_above_lowest_kj_mol": 1.5}

=====

2.
{"formula": "C25H24BrN5O3PbS", "method": "ωB97M-V with the def2-TZVPD basis set", "symbols": ["Pb", "O", "C", "C", "C", "C", "C", "C", "C", "O", "N", "N", "C", "C", "Br", "C", "C", "C", "C", "C", "C", "C", "H", "H", "H", "H", "H", "H", "H", "H", "H", "H", "H", "H", "H", "H", "O", "N", "C", "C", "C", "C", "C", "S", "H", "H", "H", "H", "C", "N", "C", "C", "N", "C", "H", "H", "H", "H", "H", "H"], "coordinates": [[-1.3375, -0.8917, -0.2909], [0.1794, 4.7061, -1.8703], [-1.1918, 4.7304, -2.0319], [-1.7624, 5.9385, -2.4003], [-3.1380, 6.0155, -2.5446], [-3.9385, 4.8991, -2.3298], [-3.3552, 3.7024, -1.9497], [-1.9780, 3.6066, -1.7888], [-1.3667, 2.3008, -1.3103], [-2.1601, 1.2849, -1.1592], [-0.7944, 2.7598, 0.1273], [-0.6256, 1.9180, 1.0531], [-0.3544, 2.4011, 2.2775], [-0.2251, 1.5706, 3.3897], [-0.6052, -0.2579, 3.2469], [0.1017, 2.0588, 4.6410], [0.6330, 3.3632, 4.9524], [0.3497, 3.8914, 6.2229], [0.7928, 5.1525, 6.5690], [1.5591, 5.8858, 5.6698], [1.8904, 5.3576, 4.4277], [1.4316, 4.1045, 4.0663], [0.5077, 3.8120, -2.0079], [-1.1238, 6.7935, -2.5783], [-3.5864, 6.9565, -2.8361], [-5.0104, 4.9656, -2.4573], [-3.9446, 2.8130, -1.7684], [-0.4265, 2.0770, -1.8642], [-0.7529, 3.7636, 0.3387], [-0.2989, 3.4763, 2.4274], [-0.0730, 1.3974, 5.4822], [-0.2386, 3.3105, 6.9225], [0.5524, 5.5613, 7.5408], [1.9173, 6.8681, 5.9485], [2.5212, 5.9188, 3.7518], [1.7404, 3.6725, 3.1235], [-1.1613, -3.1853, -0.7332], [-0.0155, -3.8603, -0.7058], [-0.0961, -5.1741, -1.0312], [1.0114, -5.9723, -1.0422], [2.2437, -5.4082, -0.7078], [2.3049, -4.0784, -0.3781], [1.1583, -3.2671, -0.3669], [1.2640, -1.5968, 0.0917], [-1.0974, -5.4943, -1.2714], [0.9089, -7.0143, -1.3062], [3.1429, -6.0091, -0.7052], [3.2415, -3.6124, -0.1083], [1.4913, -1.0292, -5.5358], [0.4169, -0.8042, -4.5779], [-0.8706, -0.4072, -4.8635], [-1.5329, -0.3863, -3.6778], [-0.6729, -0.7757, -2.6744], [0.4855, -1.0157, -3.2524], [1.3341, -0.3870, -6.3979], [1.5097, -2.0685, -5.8574], [2.4413, -0.7685, -5.0762], [-1.1828, -0.1742, -5.8668], [-2.5478, -0.0912, -3.4737], [1.3789, -1.3466, -2.7453]], "forces_ev_per_angstrom": [[-0.229, -0.092, -0.158], [-0.085, -0.001, 0.099], [0.166, 0.029, -0.022], [-0.108, -0.045, -0.017], [-0.007, 0.046, -0.005], [0.024, 0.006, 0.000], [0.021, -0.034, -0.014], [-0.111, 0.017, -0.044], [-0.258, -0.097, -0.118], [0.284, 0.093, 0.082], [0.098, 0.090, -0.006], [0.012, 0.085, 0.301], [-0.124, -0.174, -0.419], [0.162, 0.270, 0.264], [-0.031, -0.174, 0.015], [-0.014, -0.069, -0.091], [-0.080, -0.067, 0.005], [0.050, 0.053, -0.015], [0.004, -0.041, -0.023], [-0.001, 0.070, 0.033], [-0.030, -0.043, 0.013], [0.059, 0.062, 0.059], [0.049, -0.035, -0.061], [0.007, -0.021, 0.002], [-0.009, -0.016, -0.001], [0.008, 0.000, 0.004], [-0.003, 0.013, 0.008], [0.072, 0.022, 0.051], [0.059, -0.005, -0.012], [-0.047, -0.004, -0.026], [-0.004, 0.004, -0.009], [0.003, -0.006, -0.016], [0.010, 0.008, -0.008], [0.007, -0.007, -0.006], [-0.002, -0.008, -0.001], [0.035, -0.001, 0.041], [0.284, -0.189, 0.104], [-0.211, 0.132, -0.081], [0.070, 0.096, 0.002], [-0.002, -0.023, 0.002], [-0.004, -0.034, -0.017], [0.025, 0.064, 0.014], [-0.024, -0.013, 0.010], [-0.099, -0.023, -0.042], [0.004, -0.017, -0.002], [0.014, 0.006, 0.006], [-0.014, -0.002, 0.001], [-0.009, -0.001, 0.000], [-0.089, 0.071, 0.059], [0.006, -0.042, -0.023], [0.116, -0.034, -0.043], [0.005, 0.028, 0.069], [-0.107, 0.178, 0.019], [0.012, -0.121, -0.007], [0.009, 0.001, -0.016], [0.001, -0.007, -0.012], [0.016, -0.033, -0.004], [-0.005, -0.001, 0.023], [0.030, -0.012, 0.028], [-0.012, 0.048, 0.003]], "e_lumo_ev": [-3.5, -5.3], "charge": 1, "multiplicity": 2, "e_above_lowest_kj_mol": 40.6}

=====

3.
{"formula": "C16H12N4O3S2", "method": "ωB97M-V with the def2-TZVPD basis set", "symbols": ["O", "C", "C", "S", "C", "C", "C", "C", "C", "C", "C", "C", "C", "C", "O", "C", "O", "N", "N", "N", "C", "N", "C", "C", "S", "H", "H", "H", "H", "H", "H", "H", "H", "H", "H", "H", "H"], "coordinates": [[5.7251, 0.3759, 0.7643], [4.6494, 0.0711, 0.3075], [4.0820, 0.7156, -0.9352], [3.2952, 2.2702, -0.3720], [1.6216, 1.7790, -0.2116], [0.7139, 2.6293, 0.4400], [-0.5866, 2.2047, 0.5215], [-0.9193, 0.9688, -0.0724], [-2.2770, 0.4223, -0.0694], [-2.4517, -0.9460, -0.2667], [-3.7086, -1.5367, -0.2729], [-4.7900, -0.7092, -0.0816], [-4.6267, 0.6660, 0.1055], [-3.3906, 1.2569, 0.1174], [-5.8555, 1.2506, 0.2583], [-6.7972, 0.2036, 0.1651], [-6.1198, -1.0173, -0.0468], [0.0142, 0.2306, -0.6608], [1.2483, 0.6172, -0.7220], [3.8434, -0.8079, 0.9872], [2.6893, -1.4625, 0.6272], [1.7544, -1.7240, 1.4723], [0.7700, -2.4677, 0.9172], [0.9572, -2.8071, -0.3823], [2.4491, -2.1811, -0.9609], [3.3156, 0.1419, -1.4475], [4.8907, 1.0081, -1.6019], [1.0511, 3.5622, 0.8635], [-1.3272, 2.7888, 1.0441], [-1.5718, -1.5497, -0.4157], [-3.8374, -2.5954, -0.4218], [-3.3005, 2.3227, 0.2396], [-7.4815, 0.3958, -0.6766], [-7.3785, 0.1452, 1.0991], [4.1549, -0.9974, 1.9347], [-0.0781, -2.7302, 1.5224], [0.3209, -3.3712, -1.0323]], "forces_ev_per_angstrom": [[0.223, 0.136, -0.040], [-0.109, -0.118, -0.157], [-0.098, 0.451, 0.159], [0.301, 0.060, -0.149], [-0.363, 0.028, 0.118], [0.055, -0.301, -0.156], [0.190, -0.286, -0.203], [0.545, 0.603, 0.237], [-0.416, -0.371, -0.046], [0.141, 0.237, 0.066], [-0.465, 0.084, 0.031], [0.292, 0.575, 0.055], [0.035, -0.608, -0.054], [-0.206, -0.123, -0.006], [0.434, 0.221, -0.003], [-1.259, 0.139, 0.092], [0.355, -0.313, -0.067], [-1.100, -0.364, -0.143], [0.869, 0.675, -0.127], [0.437, 0.023, 0.662], [-0.330, -0.607, -1.026], [0.468, 0.577, 0.642], [-0.162, -0.479, -0.572], [0.134, -0.007, 0.052], [-0.033, -0.126, 0.835], [0.099, 0.038, -0.069], [-0.029, -0.087, 0.072], [-0.024, 0.107, 0.091], [-0.065, 0.061, 0.030], [0.062, -0.049, -0.017], [-0.009, -0.153, -0.018], [0.025, 0.164, 0.021], [0.230, -0.048, 0.146], [0.212, -0.002, -0.179], [-0.012, 0.055, -0.179], [-0.199, -0.107, 0.026], [-0.228, -0.083, -0.126]], "e_lumo_ev": 0.3, "multiplicity": 1, "e_above_lowest_kj_mol": 162.7, "smiles": "O=C(CSc1ccc(-c2ccc3c(c2)OCO3)nn1)Nc1nccs1"}